A.
Entry from OMol25: an isolated molecule of C10H14O3S2 (the ωB97M-V functional and the def2-TZVPD basis).

Geometry as XYZ:
```
29
C10H14O3S2, DFT the ωB97M-V functional and the def2-TZVPD basis
S 0.205 1.640 -0.240
S 2.254 -0.390 -0.610
O 1.570 -1.152 -1.658
O 0.433 -2.141 0.819
O 3.160 0.684 -0.942
C -1.582 -0.688 -1.138
C 3.332 -1.422 0.440
C -3.779 0.265 -1.014
C -0.102 -0.889 0.993
C 1.509 2.896 -0.009
C -3.667 0.305 0.366
C -1.463 -0.628 0.295
C -2.753 -0.309 -1.744
C 0.976 0.290 0.504
C -2.542 -0.086 1.015
H 4.292 -0.734 0.433
H 1.149 3.852 -0.321
H -2.303 -0.038 2.029
H -0.825 -1.159 -1.740
H 2.884 -1.348 1.403
H -4.641 0.523 1.092
H 2.467 2.675 -0.450
H 1.498 0.564 1.495
H 1.544 2.935 1.118
H 3.488 -2.505 0.202
H -4.793 0.470 -1.521
H -0.222 -0.846 2.109
H -2.832 -0.459 -2.797
H 0.742 -2.305 -0.129
```

The LUMO energy comes out at 0.5650 eV. For the frontier orbital gap, the calculation gives 0.345 hartree.


B.
Entry from OMol25: a 2-piece molecular cluster, C10H14O3S2 overall (the ωB97M-V functional and the def2-TZVPD basis).

Geometry as XYZ:
```
29
C10H14O3S2, DFT the ωB97M-V functional and the def2-TZVPD basis
S -3.819 0.151 0.104
S 2.310 1.262 -0.368
O 1.936 1.821 -1.657
O 1.678 1.851 0.810
O -3.698 -1.239 0.611
C -0.335 -0.080 -2.281
C -2.378 0.320 -1.068
C -2.113 0.966 0.017
C 0.371 -0.531 -1.095
C -1.876 -0.498 -2.135
C 1.017 -0.973 -0.165
C -1.461 1.815 1.142
C 1.875 -1.504 0.862
C -2.127 1.391 2.443
C 3.036 -2.353 0.270
H -1.990 -1.474 -1.794
H -1.543 2.889 1.167
H -1.867 2.087 3.271
H -1.972 0.247 2.569
H 3.438 -1.572 -0.527
H 2.717 -3.327 -0.180
H 3.764 -2.317 1.071
H -0.398 1.513 1.114
H -0.291 1.041 -2.528
H -2.558 -0.296 -3.100
H 1.212 -2.158 1.383
H 2.207 -0.835 1.566
H 0.102 -0.563 -3.150
H -3.174 1.468 2.211
```

The LUMO energy comes out at -0.7569 eV. For the frontier orbital gap, the calculation gives 0.281 hartree.


Comparing the structures above, A comes out on top by 3.687 eV.